Below is a cluster of 2 separate species, C10H16 in total, with properties calculated with wB97M-V/def2-TZVPD.

```
26
Properties=species:S:1:pos:R:3:forces:R:3
C 1.269 -0.832 -2.502 0.5 -0.1 0.1
C -0.032 -0.507 -1.823 0.4 -0.5 -0.1
C -0.621 -1.472 -1.010 0.1 0.1 0.5
C -1.735 -1.159 -0.254 -0.5 0.4 -0.2
C -2.338 0.095 -0.387 -0.2 -0.6 -0.1
C -1.782 1.040 -1.225 0.2 0.0 -0.1
C -0.619 0.740 -1.926 0.0 0.6 0.1
H 1.532 -1.882 -2.380 -0.2 -0.1 -0.1
H 2.114 -0.305 -2.042 -0.2 0.2 -0.1
H 1.284 -0.616 -3.568 -0.1 0.1 -0.1
H -0.149 -2.442 -0.888 0.0 0.1 -0.1
H -2.184 -1.863 0.429 0.1 -0.3 0.0
H -3.298 0.262 0.083 0.1 0.2 0.3
H -2.244 2.012 -1.315 0.0 0.1 -0.1
H -0.137 1.525 -2.511 -0.1 -0.3 0.0
C 2.514 1.355 2.319 -0.7 -0.2 -0.5
C 1.633 0.479 3.235 0.4 0.4 -0.2
C 0.420 -0.087 2.518 0.6 -0.4 -0.5
H 3.566 1.084 2.355 0.1 0.2 0.2
H 2.189 1.236 1.275 0.2 -0.1 0.2
H 2.360 2.408 2.534 0.3 0.2 0.1
H 2.268 -0.318 3.619 -0.2 -0.2 0.2
H 1.298 1.074 4.086 0.1 -0.1 0.1
H -0.232 -0.604 3.218 -0.3 0.1 -0.1
H -0.081 0.688 1.935 -0.4 0.1 0.3
H 0.737 -0.812 1.753 0.0 0.0 0.3
```
Forces are in eV/Å.

SMILES: Cc1ccccc1.CCC
Largest force on an atom, eV/Å: 0.91
DFT total energy, eV: -10629.42661
HOMO-LUMO gap, eV: 10.07
LUMO level, eV: 1.004

Here are the natural (NBO) charges for atoms 1 to 5, given in e: -0.6318, -0.0091, -0.2206, -0.1986, -0.2294

=====

Below is a cluster of 8 separate species, H16O8 in total in a non-equilibrium geometry, with properties calculated with wB97M-V/def2-TZVPD.

```
24
Properties=species:S:1:pos:R:3:forces:R:3
O 0.072 -0.872 1.807 -1.4 -1.4 -1.9
H 0.708 -1.542 1.477 -0.3 0.6 0.6
H -0.753 -1.124 1.271 1.6 0.8 1.3
O 3.408 -0.719 -0.676 -2.8 4.3 1.2
H 2.654 -0.633 -0.023 1.4 0.2 -0.9
H 3.645 -1.580 -0.603 1.5 -4.1 0.2
O 1.019 3.067 -0.391 0.0 -2.1 -1.8
H 1.068 2.338 -1.095 -0.2 1.1 1.8
H 1.495 3.728 -0.880 0.4 1.0 0.0
O -4.385 -3.375 -0.079 0.4 1.6 0.8
H -5.202 -3.125 -0.530 0.2 0.0 0.1
H -4.097 -2.540 0.398 -0.6 -1.5 -0.9
O 2.744 -2.521 -2.710 -0.5 -0.6 1.7
H 2.216 -2.037 -3.335 -0.3 0.4 -0.3
H 2.253 -2.450 -1.843 0.7 0.0 -1.7
O -1.752 3.277 -1.441 0.9 -2.8 -0.5
H -1.061 2.529 -1.328 -1.9 2.2 0.0
H -1.341 4.050 -1.096 0.7 0.7 0.5
O -3.147 0.932 0.416 -0.6 -1.1 -3.0
H -3.767 0.745 -0.390 1.5 0.8 2.7
H -3.640 1.140 1.197 -0.9 0.2 0.3
O 2.510 -0.127 3.246 1.3 -0.2 -0.2
H 3.424 0.226 3.178 -1.1 -0.2 0.1
H 1.931 0.611 3.430 -0.1 0.3 0.0
```
Forces are in eV/Å.

SMILES: O.O.O.O.O.O.O.O
Largest force on an atom, eV/Å: 5.26
DFT total energy, eV: -16638.28908
HOMO-LUMO gap, eV: 11.02
LUMO level, eV: 0.014

Here are the natural (NBO) charges for atoms 1 to 5, given in e: -0.9327, 0.4621, 0.4704, -0.9231, 0.4672